Record 1
Entry from the Open Molecules 2025 dataset: a molecular structure, C14H27BBrI2O in a non-equilibrium geometry (ωB97M-V/def2-TZVPD).

Geometry as XYZ:
```
46
Properties=species:S:1:pos:R:3:mulliken_charge:R:1
C -2.223 1.087 2.110 -0.795
C -1.205 0.722 3.139 -0.158
I -1.895 1.158 5.140 -0.091
C -0.033 0.221 2.862 0.172
I 1.302 -0.181 4.489 -0.035
B 0.430 -0.054 1.286 1.260
Br -0.936 -1.409 0.454 -0.390
C 1.897 -0.788 1.197 -0.900
C 1.988 -2.236 1.747 -1.146
C 2.055 -3.423 0.738 0.868
C 1.995 -3.093 -0.750 -1.712
C 0.922 -4.446 1.056 -1.479
O 0.394 1.242 0.632 -0.951
C 0.745 1.254 -0.723 -1.021
C -0.084 2.242 -1.570 0.579
C -0.606 3.421 -0.768 -1.662
C -1.178 1.530 -2.433 0.739
C -2.579 1.607 -1.837 -1.410
C -1.163 2.195 -3.820 -1.678
H -2.925 1.801 2.533 0.641
H -1.796 1.440 1.183 -0.407
H -2.813 0.198 1.882 0.261
H 2.353 -0.689 0.212 0.370
H 2.521 -0.174 1.857 0.318
H 1.171 -2.377 2.448 0.384
H 2.888 -2.285 2.365 0.337
H 2.975 -3.975 0.925 0.322
H 0.988 -2.955 -1.126 0.257
H 2.384 -3.963 -1.292 0.501
H 2.635 -2.270 -1.052 0.401
H 0.103 -3.987 1.602 0.358
H 1.284 -5.271 1.667 0.348
H 0.498 -4.815 0.122 0.332
H 0.731 0.278 -1.218 0.328
H 1.787 1.607 -0.794 0.211
H 0.615 2.660 -2.296 0.442
H -1.275 3.149 0.043 0.234
H -1.180 4.067 -1.438 0.399
H 0.190 4.040 -0.356 0.411
H -0.822 0.512 -2.586 0.227
H -3.252 1.075 -2.509 0.500
H -2.918 2.637 -1.776 0.296
H -2.569 1.119 -0.867 0.165
H -1.416 3.253 -3.736 0.296
H -0.151 2.177 -4.222 0.453
H -1.831 1.695 -4.520 0.426
```

Output
* DFT total energy: -3819.255598 Ha
* LUMO energy: 2.4827 eV
* Kohn-Sham gap: 0.2869 Eh
* net charge: -1

---

Record 2
Entry from the Open Molecules 2025 dataset: 2 unconnected molecules or ions with the total composition C14H27BNO8 in a non-equilibrium geometry (ωB97M-V/def2-TZVPD).

Geometry as XYZ:
```
51
Properties=species:S:1:pos:R:3:mulliken_charge:R:1
C -0.453 1.895 2.870 -0.945
C -0.499 2.012 1.408 0.642
O 0.495 1.845 0.619 -0.624
O -1.763 2.214 0.839 -0.377
C -2.276 0.900 0.937 0.562
C -3.366 0.490 -0.024 -0.936
C -3.427 1.088 -1.435 -0.911
C -2.410 0.733 -2.561 -0.679
C -1.870 -0.704 -2.803 -0.666
C -0.317 -0.592 -2.896 -1.889
C 0.433 -0.665 -1.566 3.046
C 1.572 0.340 -1.578 -1.458
N 2.229 0.493 -0.233 0.195
C 1.812 -0.565 0.741 -1.180
C 1.736 -1.976 0.157 0.916
O 0.955 -2.705 1.106 -0.694
B 1.557 -3.706 1.855 0.727
O 2.821 -3.555 2.409 -0.507
O 0.843 -4.853 2.105 -0.473
C 1.032 -2.021 -1.211 -1.371
H 0.316 1.164 3.149 0.260
H -0.071 2.845 3.276 0.396
H -1.395 1.598 3.323 0.401
H -1.433 0.253 0.795 -0.374
H -2.631 0.718 1.957 0.239
H -4.335 0.735 0.420 0.442
H -3.299 -0.603 -0.026 0.237
H -3.327 2.173 -1.355 0.284
H -4.453 0.901 -1.766 0.408
H -1.537 1.381 -2.460 0.398
H -2.920 1.070 -3.467 0.371
H -2.200 -1.095 -3.767 0.418
H -2.223 -1.411 -2.050 0.406
H -0.088 0.389 -3.315 0.620
H 0.076 -1.375 -3.549 0.464
H -0.284 -0.428 -0.796 -1.320
H 2.340 -0.040 -2.260 0.372
H 1.289 1.322 -1.950 0.522
H 3.242 0.502 -0.351 0.500
H 1.994 1.428 0.159 0.322
H 0.802 -0.326 1.059 -0.101
H 2.439 -0.523 1.631 0.568
H 2.733 -2.418 0.065 0.468
H 3.522 -3.872 1.840 0.302
H 0.202 -5.036 1.420 0.285
H 1.782 -2.234 -1.981 0.362
H 0.290 -2.822 -1.218 0.266
C 2.529 3.775 2.612 0.598
O 2.793 4.490 1.585 -0.798
O 3.334 2.817 2.996 -0.828
O 1.410 3.954 3.287 -0.868
```

Output
* DFT total energy: -1231.205496 Ha
* LUMO energy: 1.4015 eV
* Kohn-Sham gap: 0.0827 Eh
* net charge: -1

---

Record 3
Entry from the Open Molecules 2025 dataset: a molecular structure, C14H27F6FeNO6 in a non-equilibrium geometry (ωB97M-V/def2-TZVPD).

Geometry as XYZ:
```
55
Properties=species:S:1:pos:R:3:lowdin_spin:R:1
Fe 14.588 21.807 21.495 3.716
C 13.248 23.289 23.339 0.009
O 12.677 22.070 22.906 0.015
O 14.481 23.403 22.828 0.057
C 12.246 24.441 22.959 0.001
F 11.395 24.628 24.000 0.000
F 12.801 25.632 22.696 0.000
F 11.484 24.131 21.884 0.000
C 11.678 21.517 23.744 0.003
C 11.084 20.323 23.030 0.000
H 10.138 19.993 23.458 0.000
H 10.921 20.508 21.967 0.000
H 11.785 19.486 23.069 0.000
H 10.884 22.207 24.030 0.001
H 12.118 21.148 24.677 0.000
H 13.312 23.336 24.439 0.001
C 13.846 19.071 20.065 0.009
O 14.982 18.402 20.584 0.001
O 13.570 20.216 20.699 0.062
C 14.233 19.337 18.586 0.001
F 13.191 19.753 17.858 0.000
F 15.190 20.273 18.469 0.000
F 14.698 18.222 18.003 0.000
C 14.731 17.177 21.224 0.000
C 16.070 16.565 21.582 0.000
H 16.038 15.696 22.240 0.000
H 16.570 16.232 20.673 0.000
H 16.698 17.322 22.060 0.000
H 14.323 16.442 20.509 0.000
H 13.966 17.200 22.005 0.000
H 12.969 18.413 20.066 0.002
C 15.165 19.675 23.848 0.004
O 15.570 20.656 22.930 0.031
C 16.934 20.599 22.547 0.002
C 17.339 21.812 21.708 0.002
N 16.498 21.946 20.509 0.037
C 16.373 23.371 20.068 0.004
C 15.159 23.553 19.185 0.002
O 14.001 23.184 19.937 0.028
C 12.812 23.195 19.158 0.002
H 14.072 19.692 23.863 0.000
H 15.526 19.888 24.855 0.001
H 15.367 18.661 23.501 0.000
H 17.118 19.707 21.929 0.000
H 17.536 20.473 23.454 0.000
H 18.409 21.692 21.512 0.001
H 17.263 22.654 22.404 0.000
H 17.018 21.508 19.759 0.004
H 17.291 23.600 19.518 0.001
H 16.244 24.076 20.892 0.000
H 15.199 22.939 18.276 0.000
H 15.041 24.577 18.814 0.000
H 12.085 22.577 19.687 0.000
H 12.879 22.664 18.205 0.000
H 12.471 24.226 19.094 0.001
```

Output
* DFT total energy: -2918.747295 Ha
* 2S+1: 5
* LUMO energy (alpha / beta): 0.4578 / 0.4307 eV
* Kohn-Sham gap (alpha / beta): 0.3282 / 0.3071 Eh
* <S²>: 6.007

---

Record 4
Entry from the Open Molecules 2025 dataset: a molecular structure, C14H27InNO6 in a non-equilibrium geometry (ωB97M-V/def2-TZVPD).

Geometry as XYZ:
```
49
Properties=species:S:1:pos:R:3:mulliken_charge:R:1
C -2.746 0.498 1.380 -1.258
C -2.120 -0.334 0.292 0.646
O -1.116 0.020 -0.283 -0.369
O -2.752 -1.480 -0.095 -0.343
C -3.059 -2.429 0.919 -0.598
C -1.969 -3.470 1.100 -0.846
C -0.551 -2.906 1.258 -0.381
C 0.335 -3.033 0.024 -0.333
C 1.844 -2.951 0.341 -0.958
C 2.209 -2.021 1.492 -0.809
C 1.882 -0.534 1.224 0.480
C 3.117 0.298 0.857 -1.468
In 2.653 2.463 0.519 1.200
C 2.026 2.955 -1.567 -1.258
C 0.690 2.435 -1.966 -0.141
O 0.311 2.981 -3.292 -0.396
C -0.894 2.543 -3.718 0.785
C -1.927 3.628 -3.903 -0.971
O -1.151 1.365 -3.945 -0.594
O 1.285 3.229 1.973 -0.583
N 0.242 2.460 2.160 0.388
O -0.312 2.590 3.221 -0.534
H -2.321 1.489 1.276 0.347
H -2.470 0.143 2.366 0.321
H -3.822 0.569 1.257 0.407
H -3.308 -1.946 1.862 0.318
H -3.970 -2.925 0.590 0.362
H -2.228 -4.024 2.000 0.346
H -2.030 -4.169 0.270 0.351
H -0.554 -1.881 1.615 -0.047
H -0.073 -3.490 2.045 0.675
H 0.073 -2.267 -0.702 0.079
H 0.134 -3.985 -0.464 0.526
H 2.225 -3.958 0.506 0.378
H 2.354 -2.575 -0.547 0.328
H 1.703 -2.354 2.398 0.285
H 3.273 -2.133 1.693 0.462
H 1.193 -0.489 0.386 -0.327
H 1.409 -0.118 2.109 0.245
H 3.508 -0.038 -0.104 0.302
H 3.888 0.178 1.615 0.396
H 4.180 3.358 0.798 -0.398
H 2.792 2.558 -2.226 0.293
H 1.994 4.041 -1.618 0.329
H 0.675 1.353 -2.013 0.266
H -0.095 2.731 -1.273 0.217
H -2.658 3.272 -4.617 0.329
H -1.465 4.539 -4.264 0.338
H -2.406 3.812 -2.947 0.214
```

Output
* DFT total energy: -1245.914246 Ha
* LUMO energy: 2.7744 eV
* Kohn-Sham gap: 0.2812 Eh
* net charge: -1

---

Question: Which of these has the lowest DFT total energy?
Answer: C14H27BBrI2O

---

Question: The lowest DFT total energy belongs to which entry?
Answer: C14H27BBrI2O